(1)
This record from the OMol25 dataset describes a molecular structure, C37H44CrN4O8P2 at a distorted geometry. The level of theory is ωB97M-V/def2-TZVPD.

```
! RIJCOSX wB97M-V def2-TZVPD def2/J DEFGRID3
* xyz 1 4
Cr 0.10713 -0.63343 0.37620
O 1.83232 0.23153 0.65216
C 2.93669 0.45493 -0.20450
C 3.41493 1.82788 0.30440
C 2.40875 2.92948 0.10901
C 2.82215 4.19644 -0.35143
C 1.85700 5.16102 -0.61225
C 0.52233 4.86660 -0.31896
C 0.21825 3.59904 0.20155
C -1.20203 3.19160 0.49478
C -1.64827 1.92804 -0.29985
O -1.05684 0.82179 0.28001
C -3.18988 1.74587 -0.10779
C -4.05824 2.73000 -0.59909
C -5.42527 2.60097 -0.47062
C -5.96526 1.47797 0.15643
C -5.13167 0.47227 0.62364
C -3.75268 0.57616 0.46292
C -1.34424 1.99284 -1.82606
C -1.32339 3.19408 -2.51415
C -1.13410 3.22834 -3.88789
C -0.95629 2.05097 -4.59276
C -1.02833 0.82629 -3.91519
C -1.20861 0.79016 -2.55444
N 1.14335 2.67498 0.40425
C 4.00252 -0.59859 0.18638
C 5.08713 -0.80003 -0.66563
C 6.06339 -1.73082 -0.35874
C 5.97266 -2.47092 0.81154
C 4.89985 -2.27392 1.67722
C 3.94102 -1.32876 1.39671
C 2.62452 0.37140 -1.72173
C 2.77703 1.43820 -2.60513
C 2.48236 1.25538 -3.94978
C 2.07180 0.02525 -4.44659
C 1.90098 -1.04133 -3.57079
C 2.18090 -0.86058 -2.21292
H 4.37239 2.16488 -0.09756
H 3.52159 1.61698 1.37773
H 3.88631 4.38424 -0.55474
H 2.14135 6.13989 -1.00763
H -0.28978 5.56292 -0.56657
H -1.88080 4.03749 0.26107
H -1.33667 2.92004 1.55185
H -3.65283 3.62735 -1.09517
H -6.06658 3.39936 -0.85514
H -7.05133 1.41130 0.29060
H -5.55740 -0.40300 1.12483
H -3.09763 -0.24668 0.71057
H -1.44454 4.14442 -1.97814
H -1.08807 4.19442 -4.40713
H -0.77885 2.05161 -5.67100
H -0.91703 -0.12081 -4.45017
H -1.29698 -0.16808 -2.02571
H 5.15298 -0.22817 -1.59318
H 6.90726 -1.88037 -1.03677
H 6.72672 -3.21460 1.06243
H 4.83432 -2.88735 2.58194
H 3.08186 -1.18973 2.06724
H 3.14645 2.40692 -2.25749
H 2.51535 2.10917 -4.62565
H 1.83160 -0.07197 -5.50483
H 1.54144 -2.00524 -3.93176
H 2.05997 -1.69938 -1.52498
N -1.02081 -5.66257 0.71908
C -0.69823 -4.21648 1.21519
C -0.23007 -4.29567 2.69684
P -2.12856 -3.09712 1.05677
O -2.93480 -3.77516 -0.17796
O -3.02299 -3.09457 2.27183
O -1.59254 -1.72713 0.64762
P 0.58685 -3.63014 0.09109
O -0.26009 -3.09473 -1.27575
O 1.44947 -4.79575 -0.27104
O 1.16492 -2.36529 0.68666
H -1.30744 -6.22889 1.53757
H -0.11352 -5.96429 0.31185
H -1.76997 -5.61478 0.00725
H -0.99320 -4.82636 3.27929
H -0.05672 -3.30075 3.14745
H 0.71268 -4.87337 2.71556
H -3.02022 -3.17472 -0.93625
H 0.00553 -3.70161 -1.99561
N -3.43502 -0.90915 3.68065
C -2.35031 -0.33719 4.54508
C -1.28773 0.40372 3.74284
N -0.13193 -0.46117 3.41419
H -4.21763 -1.20748 4.29579
H -3.15132 -1.78323 3.09194
H -3.77424 -0.18182 3.01558
H -1.88870 -1.14963 5.12084
H -2.82217 0.37649 5.23290
H -0.96638 1.26902 4.34163
H -1.73036 0.78838 2.81504
H 0.55112 -0.31997 4.16653
H 0.33128 -0.02532 2.61404
*
```

- orbital gap (alpha / beta) (eV) = 6.40 / 8.04
- E_LUMO (alpha / beta) (eV) = -4.0076 / -2.3843
- highest occupied orbital energy (alpha / beta) (eV) = -10.4 / -10.4

=====

(2)
This record from the OMol25 dataset describes a molecular structure, C23H25AuBrN5O2. The level of theory is ωB97M-V/def2-TZVPD.

```
! RIJCOSX wB97M-V def2-TZVPD def2/J DEFGRID3
* xyz 2 3
Au 0.22944 0.80089 -0.16945
N -1.70332 2.42432 -0.36909
C -1.39388 3.14349 -1.53977
C -1.81928 4.42350 -1.77467
C -1.51385 5.08281 -2.98406
C -0.78413 4.46029 -3.95469
C -0.27421 3.16029 -3.71967
C 0.54988 2.48189 -4.64214
C 1.07358 1.25772 -4.32794
C 0.81640 0.72234 -3.06229
N 0.04677 1.32978 -2.17612
C -0.55276 2.52067 -2.49587
H -2.12516 1.51113 -0.56349
H -2.26502 2.94607 0.29075
H -2.43138 4.92311 -1.03422
H -1.88553 6.08511 -3.14341
H -0.56570 4.95102 -4.89300
H 0.77519 2.95106 -5.59162
H 1.70395 0.71491 -5.01591
H 1.24951 -0.22277 -2.76108
C 3.06325 -2.59259 3.10190
C 2.93015 -2.46597 1.59731
N 1.99282 -1.38848 1.28517
C 1.76619 -0.33686 2.10059
N 0.84781 0.55815 1.74384
C 0.50372 1.60031 2.71394
C 1.78103 2.13700 3.33526
C 2.44111 0.99036 4.06875
N 2.46905 -0.21753 3.23473
C 3.43370 -1.23558 3.65852
H 3.82501 -3.32375 3.36592
H 2.11286 -2.92008 3.52930
H 2.54155 -3.38048 1.15260
H 3.90178 -2.26036 1.14180
H 1.24947 -1.58729 0.63106
H -0.14849 1.18603 3.48977
H -0.05314 2.38224 2.20126
H 1.58037 2.95673 4.02310
H 2.43496 2.50771 2.54292
H 1.89848 0.75981 4.98953
H 3.47038 1.22876 4.34131
H 3.44032 -1.24463 4.74871
H 4.43361 -0.94154 3.32434
Br -3.32089 -5.93740 1.44503
C -3.23290 -4.74326 0.07765
C -3.88886 -5.07053 -1.15172
C -3.83392 -4.17897 -2.18636
C -3.14410 -2.96971 -2.01343
C -2.46323 -2.66086 -0.80230
C -2.51301 -3.53695 0.24409
C -1.76082 -1.32288 -0.70727
O -2.40411 -0.35065 -1.08238
O -0.58265 -1.35159 -0.23361
H -4.41636 -6.00988 -1.23719
H -4.33111 -4.39149 -3.12204
H -3.13348 -2.23350 -2.80632
H -2.02103 -3.32190 1.18198
*
```

- orbital gap (alpha / beta) (eV) = 7.53 / 3.63
- E_LUMO (alpha / beta) (eV) = -5.8484 / -9.7301
- highest occupied orbital energy (alpha / beta) (eV) = -13.4 / -13.4

=====

(3)
This record from the OMol25 dataset describes 2 unconnected molecules or ions with the total composition C4H12NO3 at a distorted geometry. The level of theory is ωB97M-V/def2-TZVPD.

```
! RIJCOSX wB97M-V def2-TZVPD def2/J DEFGRID3
* xyz 1 1
C 1.55586 -0.31501 -1.00770
O 1.55721 0.89783 -1.72027
C 0.24623 -0.28128 -0.23723
C -0.13752 -1.40295 0.62081
C -0.65786 -2.72135 0.02907
O -1.02560 -2.84560 -1.07706
N 0.38259 0.94769 0.76315
H 2.34708 -0.29830 -0.24149
H 1.79528 -1.09160 -1.69166
H 1.94284 0.83680 -2.63112
H -0.48815 0.04813 -0.92597
H -0.91673 -1.02204 1.31730
H 0.63507 -1.71377 1.34725
H -0.83088 -3.55453 0.82490
H 1.31136 1.27054 0.69378
H -0.39698 1.69660 0.57552
H 0.08486 0.65115 1.68513
H -2.28320 3.55212 0.97605
H -2.99588 2.48567 0.28693
O -2.12559 2.85988 0.41260
*
```

- orbital gap (eV) = 10.53
- E_LUMO (eV) = -3.1602
- highest occupied orbital energy (eV) = -13.7

=====

E, record by record: -108424.32827; -109522.39140; -11967.55634 eV
Energy relative to the best compared isomer or geometry (same formula, charge and spin), record by record: 0.0; 0.0; 47.0 kcal per mole